Computed, not measured: a structure of composition C27H38AsN7O2ReS at a distorted geometry, with ωB97M-V/def2-TZVPD.

DFT total energy, eV: -116908.9274
Energy above the lowest of the compared OMol25 structures with the same formula, charge and spin, kJ/mol: 88.0
Highest occupied orbital energy (alpha / beta), eV: -18.193 / -18.168
Charge: +4
Spin multiplicity: 2

Each line ends with the Mulliken charge.
Cartesian coordinates (Å):
Re (0.061, 0.219, 0.374)  1.47
C (-0.584, -3.601, -1.639)  -1.93
C (-0.551, -2.448, -0.714)  0.91
N (-0.059, -1.267, -1.047)  0.79
N (0.377, -1.041, -2.283)  -1.40
C (0.793, 0.212, -2.440)  0.22
O (0.820, 1.034, -1.418)  -0.59
C (1.154, 0.655, -3.776)  0.48
C (1.334, -0.287, -4.802)  -0.38
C (1.595, 0.137, -6.089)  -0.84
C (1.679, 1.498, -6.368)  -0.42
C (1.509, 2.436, -5.353)  -0.88
C (1.262, 2.023, -4.059)  -0.29
C (-1.049, -2.501, 0.647)  0.92
C (-1.602, -3.645, 1.209)  -0.91
C (-2.073, -3.612, 2.513)  -0.61
C (-1.975, -2.427, 3.235)  -0.97
C (-1.408, -1.319, 2.634)  -0.09
N (-0.950, -1.342, 1.371)  0.09
H (-0.144, -3.335, -2.595)  0.40
H (-0.036, -4.448, -1.216)  0.42
H (-1.608, -3.945, -1.806)  0.41
H (1.283, -1.340, -4.570)  0.46
H (1.739, -0.590, -6.876)  0.44
H (1.879, 1.830, -7.378)  0.45
H (1.571, 3.492, -5.578)  0.43
H (1.134, 2.745, -3.262)  0.46
H (-1.654, -4.555, 0.627)  0.60
H (-2.501, -4.499, 2.962)  0.50
H (-2.326, -2.363, 4.256)  0.52
H (-1.307, -0.385, 3.174)  0.59
N (5.685, -3.669, 2.797)  -0.34
C (5.206, -2.476, 3.164)  0.13
O (5.645, -1.758, 4.033)  -0.53
C (3.993, -1.934, 2.418)  0.53
C (3.824, -1.981, 1.038)  -0.78
C (2.735, -1.343, 0.473)  -0.16
N (1.818, -0.686, 1.205)  0.63
C (1.994, -0.632, 2.545)  -0.23
C (3.062, -1.223, 3.175)  -0.96
H (6.479, -4.036, 3.302)  0.26
H (5.267, -4.266, 2.106)  0.19
H (4.535, -2.488, 0.400)  0.53
H (2.606, -1.352, -0.603)  0.47
H (1.263, -0.085, 3.125)  0.56
H (3.200, -1.129, 4.244)  0.55
C (2.669, 3.968, 3.201)  -1.02
As (1.992, 3.570, 1.446)  0.67
C (3.345, 2.812, 0.295)  -0.84
C (1.316, 5.230, 0.732)  -1.08
S (0.271, 2.246, 1.735)  -0.50
H (3.331, 4.831, 3.114)  0.43
H (3.222, 3.128, 3.616)  0.37
H (1.837, 4.221, 3.857)  0.44
H (4.100, 3.581, 0.126)  0.51
H (2.906, 2.504, -0.652)  0.17
H (3.804, 1.955, 0.786)  0.33
H (2.114, 5.969, 0.827)  0.45
H (0.467, 5.555, 1.330)  0.42
H (1.036, 5.145, -0.316)  0.36
N (-4.456, 2.410, -1.187)  -0.05
C (-3.259, 3.248, -0.843)  -1.06
C (-1.976, 2.433, -0.995)  -0.36
N (-2.010, 1.212, -0.154)  -0.20
C (-3.163, 0.379, -0.570)  -0.57
C (-4.485, 1.130, -0.407)  -1.03
H (-4.455, 2.201, -2.190)  0.41
H (-5.314, 2.941, -1.007)  0.38
H (-3.374, 3.592, 0.186)  0.41
H (-3.240, 4.123, -1.491)  0.48
H (-1.131, 3.049, -0.694)  0.01
H (-1.821, 2.136, -2.035)  0.55
H (-2.182, 1.527, 0.803)  0.62
H (-3.204, -0.525, 0.036)  0.27
H (-3.014, 0.079, -1.610)  0.46
H (-4.655, 1.379, 0.642)  0.39
H (-5.318, 0.517, -0.747)  0.47

***

Computed, not measured: a cluster of 2 separate species, C27H38BClF5N3O6P in total at a distorted geometry, with ωB97M-V/def2-TZVPD.

DFT total energy, eV: -81438.0981
Highest occupied orbital energy, eV: -5.075
Charge: -1
Spin multiplicity: 1

Each line ends with the Mulliken charge.
Cartesian coordinates (Å):
C (-4.136, -4.093, 2.523)  -1.13
C (-3.811, -2.545, 2.952)  0.36
C (-4.372, -1.600, 1.795)  -0.05
C (-4.196, -0.030, 2.016)  -0.65
N (-2.815, 0.443, 2.314)  0.14
C (-2.147, 1.055, 1.102)  0.06
C (-2.804, 2.499, 0.737)  -0.63
C (-2.471, 2.935, -0.793)  -0.17
N (-1.792, 4.044, -1.023)  -0.75
O (-2.326, 0.368, -0.166)  -0.33
P (-0.871, -0.367, -0.851)  0.38
C (-1.354, -2.145, -0.436)  0.32
C (-2.478, -2.850, -1.318)  0.31
C (-1.915, -3.742, -2.557)  -1.09
Cl (-3.832, -1.812, -1.970)  -0.22
C (0.696, -0.757, -1.913)  0.53
F (0.509, -1.788, -2.884)  -0.31
F (0.985, 0.444, -2.681)  -0.36
C (2.039, -1.086, -1.112)  0.56
F (2.719, 0.073, -0.605)  -0.17
F (2.969, -1.605, -2.102)  -0.30
F (1.949, -2.114, -0.146)  -0.25
O (0.031, -0.026, 0.621)  -0.56
C (-0.524, 1.040, 1.458)  0.57
B (0.289, 2.456, 1.366)  0.95
O (1.394, 2.591, 0.410)  -0.45
O (-0.067, 3.606, 2.154)  -0.68
C (0.944, 4.643, 2.149)  -0.23
C (0.863, 5.666, 0.914)  -0.94
C (-0.364, 0.342, 2.923)  -0.04
C (-0.174, -1.190, 3.092)  -0.34
C (-0.084, -1.875, 4.506)  -0.49
C (-0.180, -1.071, 5.833)  -0.61
C (-0.325, 0.488, 5.669)  -0.61
C (-0.419, 1.178, 4.260)  -0.51
H (-3.128, -4.662, 2.505)  0.27
H (-4.867, -4.565, 3.260)  0.32
H (-4.503, -4.066, 1.441)  0.26
H (-4.171, -2.307, 4.006)  0.49
H (-2.673, -2.464, 2.942)  -0.43
H (-3.927, -1.873, 0.782)  -0.48
H (-5.514, -1.797, 1.733)  0.48
H (-4.849, 0.248, 2.935)  0.30
H (-4.707, 0.493, 1.124)  0.23
H (-2.956, 1.269, 2.935)  0.41
H (-3.963, 2.469, 0.772)  0.36
H (-2.517, 3.324, 1.491)  0.27
H (-2.842, 2.340, -1.701)  0.40
H (-1.587, 4.413, -0.067)  0.18
H (-1.508, -0.285, -2.166)  0.07
H (-0.521, 1.023, -1.154)  -0.12
H (-1.751, -2.126, 0.654)  -1.02
H (-0.463, -2.886, -0.394)  0.55
H (-2.986, -3.629, -0.626)  0.22
H (-1.891, -3.165, -3.543)  0.27
H (-0.855, -4.081, -2.254)  0.23
H (-2.535, -4.714, -2.623)  0.37
H (2.197, 2.381, 0.940)  0.22
H (0.756, 5.278, 3.101)  0.32
H (2.018, 4.235, 2.286)  0.21
H (1.459, 5.240, 0.038)  0.19
H (1.360, 6.672, 1.201)  0.36
H (-0.198, 5.919, 0.577)  0.25
H (-0.110, -1.928, 2.210)  0.36
H (0.021, -3.019, 4.597)  0.30
H (-0.143, -1.599, 6.840)  0.31
H (-0.362, 1.105, 6.625)  0.30
H (-0.559, 2.308, 4.274)  0.28
C (5.370, 0.303, -3.561)  -0.34
C (4.572, -0.161, -4.603)  -0.35
C (5.150, -0.521, -5.815)  -0.40
C (6.532, -0.417, -5.972)  0.03
C (7.335, 0.055, -4.935)  -0.31
C (6.748, 0.415, -3.727)  -0.47
N (7.149, -0.818, -7.239)  0.99
O (6.412, -1.209, -8.134)  -0.60
O (8.367, -0.744, -7.330)  -0.61
H (4.916, 0.578, -2.614)  0.42
H (3.499, -0.245, -4.467)  0.39
H (4.517, -0.882, -6.619)  0.43
H (8.410, 0.144, -5.051)  0.42
H (7.364, 0.780, -2.912)  0.37

***

Computed, not measured: a structure of composition C27H38BF3IrN7O2STe at a distorted geometry, with ωB97M-V/def2-TZVPD.

DFT total energy, eV: -72930.3880
Highest occupied orbital energy (alpha / beta), eV: -10.334 / -10.570
Charge: +1
Spin multiplicity: 2

Each line ends with the Mulliken charge.
Cartesian coordinates (Å):
Ir (-0.203, 0.461, 0.080)  3.53
C (-2.513, 0.990, -4.327)  -1.49
C (-2.795, 1.489, -2.905)  0.72
C (-3.224, 0.350, -1.994)  -0.83
C (-1.624, 2.284, -2.415)  -0.09
C (-1.450, 3.625, -2.780)  -1.43
C (-0.244, 3.998, -2.232)  -0.23
N (0.268, 2.942, -1.590)  0.53
N (-0.566, 1.888, -1.696)  -0.23
B (1.605, 2.959, -0.842)  -0.67
N (1.342, 3.042, 0.672)  0.46
C (1.616, 4.098, 1.450)  -0.28
C (1.196, 3.818, 2.725)  -1.36
C (0.635, 2.527, 2.653)  -0.12
N (0.761, 2.079, 1.394)  -0.30
C (0.157, 1.796, 3.861)  0.76
C (-0.897, 0.734, 3.588)  -1.10
C (1.366, 1.167, 4.570)  -1.50
N (2.377, 1.677, -1.129)  0.56
C (3.609, 1.622, -1.644)  -0.66
C (3.990, 0.301, -1.724)  -1.05
C (2.905, -0.419, -1.214)  -0.11
N (1.936, 0.438, -0.863)  -0.12
C (2.816, -1.907, -1.114)  2.53
C (2.729, -2.518, -2.516)  -1.69
C (4.033, -2.487, -0.390)  -1.86
H (-3.376, 0.448, -4.705)  0.40
H (-2.311, 1.823, -4.993)  0.46
H (-1.650, 0.329, -4.345)  0.20
H (-3.630, 2.196, -2.969)  0.42
H (-2.484, -0.453, -2.017)  -0.29
H (-3.334, 0.703, -0.972)  0.19
H (-4.181, -0.051, -2.325)  0.53
H (-2.130, 4.225, -3.349)  0.57
H (0.278, 4.933, -2.273)  0.52
H (2.244, 3.890, -1.182)  -0.11
H (2.079, 4.976, 1.050)  0.53
H (1.259, 4.444, 3.591)  0.54
H (-0.270, 2.555, 4.527)  0.45
H (-0.460, -0.068, 3.001)  -0.16
H (-1.265, 0.318, 4.524)  0.59
H (-1.743, 1.151, 3.053)  0.18
H (1.800, 0.383, 3.955)  0.19
H (2.133, 1.908, 4.773)  0.45
H (1.052, 0.731, 5.515)  0.43
H (4.135, 2.511, -1.921)  0.50
H (4.917, -0.081, -2.098)  0.58
H (1.902, -2.158, -0.561)  -1.22
H (3.615, -2.264, -3.093)  0.41
H (2.667, -3.602, -2.441)  0.40
H (1.855, -2.146, -3.046)  0.34
H (4.931, -2.332, -0.982)  0.41
H (4.187, -2.024, 0.581)  0.40
H (3.901, -3.557, -0.252)  0.43
F (-2.869, -4.051, 4.004)  -0.30
C (-2.743, -3.180, 3.002)  0.50
F (-3.423, -2.082, 3.350)  -0.21
F (-3.384, -3.713, 1.945)  -0.22
C (-1.304, -2.884, 2.680)  -0.32
C (-0.275, -3.435, 3.424)  -0.48
C (1.033, -3.094, 3.105)  -1.33
C (1.257, -2.180, 2.089)  -0.54
N (0.277, -1.656, 1.363)  0.05
C (-0.993, -2.007, 1.634)  0.45
S (-2.175, -1.232, 0.640)  -0.20
H (-0.500, -4.095, 4.247)  0.60
H (1.859, -3.527, 3.644)  0.49
H (2.257, -1.850, 1.850)  0.54
C (-2.542, -3.875, -1.417)  -0.94
Te (-0.760, -2.669, -1.479)  0.68
C (-0.941, -2.406, -3.614)  -1.28
H (-2.367, -4.809, -1.942)  0.45
H (-3.366, -3.338, -1.879)  0.35
H (-2.780, -4.080, -0.380)  0.22
H (-1.972, -2.188, -3.869)  0.46
H (-0.620, -3.310, -4.119)  0.50
H (-0.303, -1.581, -3.909)  0.35
O (-1.562, 3.606, 1.894)  -0.48
C (-2.285, 2.876, 1.249)  -0.56
O (-2.100, 1.813, 0.635)  -0.33
H (-3.371, 3.209, 1.193)  0.24

***

Computed, not measured: a structure of composition C27H38Cl2N4S4Sr at a distorted geometry, with ωB97M-V/def2-TZVPD.

DFT total energy, eV: -103796.1351
Energy above the lowest of the compared OMol25 structures with the same formula, charge and spin, kJ/mol: 154.2
Highest occupied orbital energy, eV: -5.668
Spin multiplicity: 1

Each line ends with the Mulliken charge.
Cartesian coordinates (Å):
Sr (0.431, 1.780, -0.871)  1.07
C (0.804, 4.489, 2.017)  -0.67
C (1.166, 3.282, 2.897)  -1.05
S (0.423, 1.663, 2.550)  0.45
C (-1.289, 1.913, 3.100)  -1.03
C (-2.132, 0.773, 2.549)  -0.96
S (-2.476, 0.850, 0.766)  0.38
C (-3.661, 2.227, 0.798)  -0.96
C (-3.838, 2.971, -0.524)  -0.90
S (-2.354, 3.328, -1.500)  0.10
C (-1.306, 3.994, -0.199)  0.08
C (-0.066, 4.667, -0.726)  -0.92
S (1.421, 4.456, 0.287)  -0.06
H (1.273, 5.364, 2.470)  0.53
H (-0.268, 4.681, 2.017)  0.28
H (0.912, 3.552, 3.925)  0.50
H (2.242, 3.104, 2.877)  0.40
H (-1.670, 2.888, 2.790)  0.34
H (-1.327, 1.877, 4.191)  0.58
H (-3.083, 0.704, 3.080)  0.66
H (-1.611, -0.176, 2.702)  0.31
H (-3.347, 2.932, 1.568)  0.34
H (-4.633, 1.836, 1.102)  0.53
H (-4.311, 3.931, -0.308)  0.42
H (-4.500, 2.435, -1.204)  0.44
H (-1.104, 3.204, 0.529)  -1.13
H (-1.876, 4.750, 0.348)  0.66
H (-0.266, 5.730, -0.853)  0.50
H (0.211, 4.325, -1.731)  0.52
Cl (4.921, -2.692, -4.531)  -0.27
C (3.888, -1.316, -4.205)  0.37
C (4.446, -0.117, -3.801)  -0.65
C (3.622, 0.966, -3.540)  -0.45
C (2.226, 0.890, -3.668)  1.19
C (1.349, 2.008, -3.297)  -2.31
C (1.706, -0.343, -4.088)  -0.24
C (2.517, -1.433, -4.352)  -0.66
H (5.519, -0.032, -3.688)  0.40
H (4.071, 1.900, -3.218)  0.31
H (0.485, 2.079, -3.972)  0.37
H (1.880, 2.967, -3.401)  0.50
H (0.633, -0.459, -4.183)  0.27
H (2.083, -2.377, -4.655)  0.40
Cl (3.849, 1.349, 1.161)  -0.18
C (2.933, -0.018, 1.791)  0.30
C (3.041, -0.306, 3.137)  -0.40
C (2.252, -1.295, 3.707)  -0.58
C (1.366, -1.985, 2.878)  -0.50
C (1.286, -1.708, 1.530)  -0.21
C (2.074, -0.704, 0.895)  1.54
C (1.924, -0.377, -0.473)  -3.13
H (3.738, 0.262, 3.741)  0.39
H (2.336, -1.528, 4.760)  0.38
H (0.745, -2.773, 3.293)  0.40
H (0.616, -2.286, 0.899)  0.12
H (1.397, -1.116, -1.068)  0.54
H (2.779, 0.061, -0.983)  0.60
C (-0.660, -5.604, -0.034)  -1.47
C (-2.071, -5.100, 0.252)  0.91
C (-2.086, -4.165, 1.460)  -1.06
C (-2.708, -4.450, -0.979)  -1.26
N (-2.008, -3.251, -1.416)  0.77
C (-2.117, -1.987, -0.999)  -0.61
N (-1.179, -1.269, -1.567)  0.16
N (-0.498, -2.129, -2.362)  0.09
N (-0.980, -3.311, -2.274)  -0.91
H (-0.260, -6.120, 0.839)  0.44
H (0.015, -4.780, -0.271)  0.24
H (-0.646, -6.296, -0.878)  0.37
H (-2.711, -5.959, 0.477)  0.27
H (-1.414, -3.317, 1.312)  -0.07
H (-1.744, -4.693, 2.350)  0.48
H (-3.090, -3.781, 1.662)  0.34
H (-3.740, -4.164, -0.770)  0.44
H (-2.705, -5.134, -1.826)  0.38
H (-2.845, -1.641, -0.286)  0.58

***

Computed, not measured: a structure of composition C27H38Cl5N7PdSi at a distorted geometry, with ωB97M-V/def2-TZVPD.

DFT total energy, eV: -112998.8602
Highest occupied orbital energy (alpha / beta), eV: -13.384 / -13.383
Charge: +2
Spin multiplicity: 1

Each line ends with the Mulliken charge.
Cartesian coordinates (Å):
Pd (0.551, 0.278, 0.444)  -0.47
Cl (-0.109, 0.800, 2.593)  -0.39
C (2.263, 1.499, 0.523)  -0.53
C (2.349, 0.956, -0.609)  0.63
C (3.391, 1.089, -1.489)  0.52
Cl (3.498, 0.332, -3.033)  -0.17
C (4.414, 1.924, -1.004)  0.27
Cl (5.802, 2.183, -1.969)  -0.14
C (4.314, 2.547, 0.259)  0.29
Cl (5.569, 3.569, 0.809)  -0.15
C (3.191, 2.340, 1.076)  0.24
Cl (2.998, 3.108, 2.598)  -0.14
C (-0.023, 2.128, -2.304)  -0.41
N (-0.037, 0.925, -3.095)  0.60
C (-0.120, 1.104, -4.538)  -0.67
C (0.071, -0.306, -5.065)  -0.72
N (0.528, -1.050, -3.885)  0.38
C (0.976, -2.419, -4.141)  -1.13
C (0.395, -0.318, -2.750)  -1.41
N (0.556, -0.729, -1.486)  1.86
C (1.206, -2.015, -1.200)  -1.33
C (0.665, -2.571, 0.075)  -1.00
N (1.153, -1.731, 1.149)  0.15
C (1.118, -2.114, 2.423)  0.19
N (1.853, -1.493, 3.345)  0.08
C (2.856, -0.483, 3.090)  -1.19
C (1.529, -1.948, 4.690)  -0.58
C (0.825, -3.270, 4.405)  -0.70
N (0.408, -3.113, 3.004)  0.15
C (-0.278, -4.232, 2.374)  -0.89
H (0.893, 2.706, -2.466)  0.32
H (-0.103, 1.886, -1.259)  -0.64
H (-0.876, 2.746, -2.591)  0.49
H (0.665, 1.783, -4.882)  0.32
H (-1.084, 1.530, -4.811)  0.33
H (0.829, -0.355, -5.844)  0.47
H (-0.851, -0.740, -5.454)  0.37
H (1.085, -2.511, -5.219)  0.38
H (0.250, -3.166, -3.823)  0.38
H (1.946, -2.621, -3.701)  0.42
H (2.289, -1.890, -1.120)  0.07
H (1.004, -2.749, -1.964)  0.61
H (1.020, -3.602, 0.169)  0.71
H (-0.427, -2.601, 0.005)  0.05
H (3.173, -0.555, 2.052)  0.34
H (3.711, -0.672, 3.737)  0.39
H (2.478, 0.519, 3.286)  0.31
H (0.875, -1.233, 5.192)  0.28
H (2.434, -2.067, 5.282)  0.36
H (-0.045, -3.425, 5.038)  0.40
H (1.491, -4.130, 4.510)  0.37
H (-0.857, -4.730, 3.149)  0.32
H (0.416, -4.960, 1.952)  0.35
H (-0.975, -3.902, 1.610)  0.29
C (-4.878, 0.240, 0.566)  -1.35
Si (-3.108, -0.140, 0.186)  -0.18
C (-2.548, -1.384, 1.416)  -0.35
C (-2.955, -0.749, -1.542)  -0.57
N (-1.864, 1.237, 0.264)  0.41
C (-2.033, 2.491, 0.462)  0.50
C (-3.355, 3.150, 0.567)  -0.40
C (-3.452, 4.472, 0.837)  -0.99
C (-2.270, 5.221, 1.038)  -0.22
C (-0.978, 4.671, 0.921)  -1.15
C (-0.846, 3.356, 0.626)  0.65
H (-5.372, -0.734, 0.651)  0.41
H (-5.396, 0.793, -0.222)  0.39
H (-5.024, 0.755, 1.520)  0.40
H (-3.096, -2.309, 1.210)  0.41
H (-2.780, -1.053, 2.430)  0.45
H (-1.475, -1.579, 1.379)  -0.20
H (-3.629, -1.608, -1.628)  0.51
H (-1.934, -1.071, -1.766)  -0.15
H (-3.261, -0.003, -2.281)  0.35
H (-4.244, 2.566, 0.411)  0.39
H (-4.418, 4.954, 0.911)  0.48
H (-2.363, 6.273, 1.293)  0.45
H (-0.105, 5.294, 1.067)  0.54
H (0.132, 2.909, 0.543)  0.19

***

> Look up the spin multiplicity of the first one.

2

***

> What is the formula in the third record?

C27H38BF3IrN7O2STe

***

> Which formula does entry 1 have?

C27H38AsN7O2ReS

***

> The highest DFT total energy belongs to which entry?

C27H38BF3IrN7O2STe